Record 1
The following is a quantum chemistry calculation of C3H4FNO2 in the gas phase at a distorted geometry, from the OMol25 dataset.

Geometry as XYZ:
```
11
Properties=species:S:1:pos:R:3:forces:R:3
C -1.84131 0.91582 0.18057 -4.6 -1.8 -2.5
C 0.20558 -0.35871 -0.25562 0.8 3.8 1.8
C 0.26119 1.60406 0.63626 4.3 -3.3 -2.2
N -1.21446 -0.22746 -0.26694 1.0 -1.7 0.4
O -3.05059 1.12095 -0.03863 3.6 0.1 1.4
O -1.00674 1.76468 0.82125 -2.1 0.8 0.9
F 0.76711 2.43514 -0.34158 -0.4 -0.3 0.4
H 0.56234 -0.31195 -1.27352 0.6 0.3 -0.1
H 0.80644 -1.07514 0.36425 -1.3 0.5 -0.2
H 0.96522 1.66280 1.50191 -1.1 -0.1 -0.5
H -1.63272 -1.06898 -0.71070 -0.8 1.8 0.7
```
Forces are in eV/Å.

Output
ΔE to the lowest compared entry with this formula, charge and spin = 204.46 kJ/mol
electronic energy = -421.74528 Ha
Kohn-Sham gap = 10.778 eV



Record 2
The following is a quantum chemistry calculation of a molecular structure, C34H50BrIN6O7P3 at a distorted geometry, from the OMol25 dataset.

Geometry as XYZ:
```
102
Properties=species:S:1:pos:R:3:forces:R:3
C 3.56578 -2.39155 3.20134 0.4 -0.3 -0.3
C 4.34554 -1.49786 3.39701 -0.8 0.5 0.6
C 4.97319 -0.22181 3.77254 0.1 -0.1 -0.8
C 4.45390 0.95564 2.90634 0.3 -1.0 -0.1
C 2.94447 1.09477 3.01194 -0.1 0.4 0.4
C 2.30028 2.15466 2.09898 0.6 1.4 0.7
N 3.15887 3.39111 2.39112 -0.7 -0.1 -0.5
C 2.67274 4.15654 3.20046 0.8 -0.3 0.3
O 2.34913 4.89586 4.04356 -0.2 0.3 -0.2
O 1.02625 2.54644 2.53990 0.4 -0.8 -1.1
P -0.26956 1.82732 1.60705 -2.4 -0.6 1.8
C -1.46538 2.42676 2.97319 0.2 -0.4 0.4
C -0.04850 0.09023 2.22303 0.9 0.0 0.1
C 0.00471 -0.33830 3.48158 -0.2 0.1 0.0
P -2.10099 1.06031 0.51288 -0.9 -0.6 -1.0
N -3.13657 0.30656 1.67834 0.8 -0.2 -0.2
O -1.76179 -0.22619 -0.54389 0.1 -0.1 0.4
P -0.84286 3.90843 0.49808 1.0 0.5 -1.2
O -0.95192 5.11612 1.66254 -0.6 -0.2 0.2
Br -2.94493 3.82225 -0.44675 -0.2 1.4 0.4
O 0.83760 1.65644 0.28928 0.5 0.8 -0.5
C 2.21440 1.80219 0.55099 -0.9 -1.2 1.5
O 2.74849 0.48831 0.50632 1.0 0.7 -0.5
C 3.06388 -0.06130 -0.74848 -0.4 -1.0 -0.4
C 1.87639 -0.66299 -1.49850 0.2 0.0 -0.4
N 1.10349 -1.59372 -0.70053 0.4 0.3 0.2
C 1.82250 -2.73105 -0.18304 -0.6 -0.5 -0.3
C 2.30447 -3.79623 -1.22139 0.4 -0.4 0.4
C 3.82296 -3.83175 -1.34225 -0.1 -0.1 0.3
O 1.63655 -3.67664 -2.47007 -0.1 0.2 -0.1
C 2.85362 2.81771 -0.40821 -0.4 -0.3 -0.2
I 5.02862 2.79645 -0.28943 -0.1 -0.1 0.0
C 2.24840 4.21682 -0.35252 0.5 0.8 -0.3
C 3.16522 5.36659 -0.79203 -0.3 0.1 0.0
H 2.97747 -3.23906 2.94429 -0.1 0.0 0.1
H 4.79241 0.00524 4.82389 0.1 -0.3 0.1
H 6.04114 -0.34235 3.57619 0.1 0.3 0.4
H 4.74514 0.71612 1.88577 0.0 0.2 -0.1
H 4.99939 1.83956 3.23178 -0.2 0.2 -0.1
H 2.73038 1.46617 4.02298 -0.2 -0.1 0.0
H 2.45591 0.13219 2.93310 0.0 0.0 -0.3
H -2.35052 2.91183 2.55786 0.1 0.1 -0.1
H -1.82831 1.62566 3.61919 0.1 -0.1 -0.1
H -0.93155 3.13488 3.60640 -0.1 0.2 -0.1
H 0.07391 -0.65747 1.43782 0.1 0.2 -0.1
H -0.09778 0.34351 4.31992 0.2 0.0 0.0
H 0.19568 -1.38087 3.72379 -0.2 0.0 0.0
H -4.08916 0.32098 1.34450 0.0 -0.2 0.0
H -2.84413 -0.62766 1.95676 -0.2 0.1 0.3
H -1.90798 -1.06396 -0.08511 0.3 0.0 -0.1
H -0.07023 5.30592 2.00458 0.0 -0.1 0.0
H 3.60691 0.59118 -1.43650 -0.1 0.2 0.2
H 3.75436 -0.88581 -0.55025 0.1 0.2 0.3
H 1.23038 0.12231 -1.89507 -0.2 0.0 0.3
H 2.31191 -1.15193 -2.39109 0.1 0.0 0.0
H 0.26732 -1.87515 -1.18998 0.0 0.0 0.0
H 2.67348 -2.43226 0.43109 0.0 0.2 -0.1
H 1.13828 -3.24281 0.50207 0.0 0.0 0.0
H 2.01939 -4.77241 -0.80693 -0.1 0.0 -0.1
H 4.20119 -4.20307 -0.38559 0.1 0.1 0.0
H 4.26725 -2.84661 -1.49788 -0.1 0.0 -0.2
H 4.17184 -4.53570 -2.09872 0.0 0.1 -0.1
H 2.28907 -3.67574 -3.17607 0.0 0.0 0.1
H 2.66689 2.43113 -1.40931 0.2 0.0 0.0
H 1.39761 4.24535 -1.02865 -0.2 -0.3 0.2
H 1.88179 4.48235 0.63374 -0.1 -0.3 0.1
H 3.90104 5.61288 -0.02738 0.2 -0.1 -0.1
H 2.55435 6.25901 -0.94938 0.0 0.0 0.0
H 3.66216 5.14436 -1.73670 0.1 0.0 0.1
N 6.12960 -4.91453 -3.70926 0.1 0.0 -0.2
C 7.00701 -3.91329 -3.70974 -0.1 0.0 0.1
C 7.79849 -3.58469 -4.80015 0.0 0.0 0.0
C 7.67415 -4.34094 -5.95396 0.0 0.0 0.0
C 6.76679 -5.38797 -5.97101 0.0 0.0 0.0
C 6.02119 -5.62990 -4.82719 -0.1 0.0 0.1
H 7.07348 -3.34917 -2.78555 0.0 0.0 0.0
H 8.49273 -2.75763 -4.74386 0.0 0.0 0.0
H 8.27433 -4.11743 -6.82684 0.0 0.0 0.0
H 6.63758 -6.00351 -6.85075 0.0 0.0 0.0
H 5.29637 -6.43661 -4.79844 0.0 0.0 0.0
N -8.40520 0.58456 1.71152 0.0 0.2 0.0
C -7.23617 1.22042 1.61928 0.0 -0.1 0.1
C -7.10171 2.53123 1.18585 0.0 0.0 0.0
C -8.24690 3.22046 0.82396 0.0 0.0 0.0
C -9.47165 2.57747 0.91249 0.0 0.0 0.0
C -9.49465 1.26756 1.36271 0.0 -0.1 0.1
H -6.36649 0.64236 1.91093 0.0 0.1 0.0
H -6.12818 2.99937 1.13207 0.1 -0.1 0.0
H -8.18496 4.24460 0.47909 0.0 0.0 0.0
H -10.38986 3.08015 0.63986 0.0 0.0 0.0
H -10.43378 0.73029 1.45061 0.0 0.1 0.0
N -7.99625 -0.81032 -2.60188 -0.1 -0.1 0.0
C -8.40400 -0.71698 -1.33643 0.1 0.0 -0.1
C -9.47195 -1.43650 -0.81932 0.0 0.0 0.0
C -10.15710 -2.29459 -1.66317 0.0 0.0 0.0
C -9.74842 -2.40120 -2.98329 0.0 0.0 0.0
C -8.66558 -1.64107 -3.39817 0.1 0.1 0.0
H -7.84146 -0.03529 -0.71244 0.0 0.0 0.0
H -9.75200 -1.32359 0.21833 0.1 0.0 0.0
H -10.99664 -2.87316 -1.29777 0.0 0.0 0.0
H -10.25536 -3.05930 -3.67634 0.0 0.0 0.0
H -8.30936 -1.69667 -4.42159 0.0 0.0 0.0
```
Forces are in eV/Å.

Output
ΔE to the lowest compared entry with this formula, charge and spin = 0.00 kJ/mol
electronic energy = -6076.49250 Ha
Kohn-Sham gap = 5.075 eV
net charge = -1



Record 3
The following is a quantum chemistry calculation of a molecular structure, C35H27F6N5O2SSiTi, from the OMol25 dataset.

Geometry as XYZ:
```
78
Properties=species:S:1:pos:R:3:forces:R:3
Ti 1.42679 1.08147 1.42045 0.1 0.1 0.1
C -9.17279 -0.64203 -7.27885 0.0 0.0 0.0
O -7.82052 -0.76640 -7.61058 0.0 0.0 0.0
C -6.91537 -0.59312 -6.56339 0.0 0.0 0.0
C -5.55172 -0.71632 -6.90577 0.0 0.0 0.0
C -4.57795 -0.56454 -5.95878 0.0 0.0 0.0
C -4.89017 -0.27891 -4.59704 0.1 0.0 0.1
C -6.27604 -0.16140 -4.27682 0.0 0.0 0.0
C -7.25943 -0.31732 -5.25135 0.0 0.0 0.0
C -3.86075 -0.12456 -3.64333 -0.1 0.0 0.0
N -2.53108 -0.21899 -3.86413 0.0 0.0 0.0
C -1.94117 0.01701 -2.67446 0.0 0.0 0.0
C -2.86870 0.26737 -1.66695 0.0 0.0 0.0
N -4.09840 0.16437 -2.29769 0.0 0.0 0.0
C -2.54722 0.53286 -0.32234 0.0 0.0 -0.1
C -3.45679 0.77437 0.71316 0.0 0.0 0.1
C -2.96012 1.03421 2.00773 0.1 0.0 0.0
C -1.60631 1.04213 2.23726 -0.1 -0.1 -0.3
N -0.69236 0.79775 1.25981 0.2 0.1 0.3
C -1.14853 0.55559 -0.01798 0.1 -0.1 0.0
C -0.18274 0.31890 -1.00616 -0.1 0.0 0.2
N 1.14164 0.36365 -0.60911 -0.3 0.0 0.1
C 2.07959 0.10338 -1.51557 0.1 0.0 -0.1
C 1.80836 -0.19116 -2.83901 0.0 0.0 0.0
C 0.47241 -0.21970 -3.26764 0.0 0.0 0.0
C -0.53318 0.03130 -2.36241 0.0 0.0 -0.1
H -9.73902 -0.80205 -8.19620 0.0 0.0 0.0
H -9.40641 0.35464 -6.88365 0.0 0.0 0.0
H -9.48089 -1.38627 -6.53378 0.0 0.0 0.0
H -5.29405 -0.93260 -7.93642 0.0 0.0 0.0
H -3.53387 -0.65849 -6.22857 0.0 0.0 0.0
H -6.59646 0.05223 -3.26398 0.0 0.0 0.0
H -8.29669 -0.21730 -4.95639 0.0 0.0 0.0
H -4.99466 0.32461 -1.88213 0.0 0.0 0.0
H -4.52283 0.76427 0.52024 0.0 0.0 0.0
H -3.63041 1.23203 2.83412 0.0 0.0 0.0
H -1.21132 1.24744 3.21849 0.1 0.0 0.2
H 3.09819 0.13501 -1.15058 0.0 0.0 0.0
H 2.62596 -0.39395 -3.51725 0.0 0.0 0.0
H 0.20596 -0.43911 -4.29412 0.0 0.0 0.0
F 1.32017 -1.17980 9.11899 0.0 0.0 0.0
C 1.49064 -0.53230 7.95091 -0.1 -0.1 0.0
C 1.13712 -1.12383 6.75484 0.0 0.0 0.1
F 0.62521 -2.36517 6.76284 0.0 0.0 0.0
C 1.31712 -0.45200 5.55909 0.0 0.0 -0.1
F 0.95096 -1.12686 4.46348 0.0 0.2 -0.2
C 1.84598 0.84217 5.47267 0.0 -0.1 0.0
S 2.11070 1.78417 4.03262 -0.5 -0.2 -0.3
C 2.19174 1.39146 6.71553 0.0 0.1 0.0
F 2.71609 2.62588 6.77522 0.0 0.0 0.0
C 2.02302 0.73923 7.91963 0.0 0.1 0.0
F 2.37372 1.33880 9.07252 0.0 0.0 0.0
C 4.37007 3.16105 1.32893 0.2 0.0 -0.1
Si 4.76349 1.34036 1.29329 -0.1 0.1 0.0
C 5.87760 1.02155 2.77104 0.1 0.0 0.0
C 5.77232 1.11688 -0.29065 0.0 0.0 0.0
N 3.35750 0.31021 1.32248 0.0 0.0 -0.1
C 3.53197 -1.05481 1.36207 0.0 -0.1 0.0
C 4.75031 -1.74882 1.21471 0.0 0.0 0.0
C 4.83466 -3.13300 1.26621 0.0 0.0 0.0
C 3.71035 -3.91835 1.46429 0.0 0.0 0.0
C 2.48330 -3.27960 1.61215 0.0 0.0 0.0
C 2.43778 -1.91157 1.55566 0.0 0.0 0.0
F 1.22562 -1.31350 1.71479 -0.2 0.0 0.1
H 5.33142 3.69070 1.27320 -0.1 0.0 0.0
H 3.86074 3.45459 2.24164 -0.1 0.0 0.1
H 3.74269 3.46202 0.49362 0.0 0.0 0.0
H 6.69230 1.75299 2.77326 0.0 0.0 0.0
H 6.31239 0.02189 2.80643 0.0 0.0 0.0
H 5.28568 1.16835 3.67638 0.0 0.0 0.1
H 6.67281 1.73509 -0.22482 0.0 0.0 0.0
H 5.19397 1.47681 -1.14482 0.0 0.0 0.0
H 6.08264 0.09515 -0.50716 0.0 0.0 0.0
H 5.65569 -1.18589 1.05550 0.0 0.0 0.0
H 5.80584 -3.59946 1.14606 0.0 0.0 0.0
H 3.77749 -4.99729 1.50259 0.0 0.0 0.0
H 1.56005 -3.82157 1.77056 0.0 0.0 0.0
O 1.54791 2.64412 1.08534 0.2 0.1 0.0
```
Forces are in eV/Å.

Output
ΔE to the lowest compared entry with this formula, charge and spin = 14.83 kJ/mol
multiplicity = 3
electronic energy = -3910.77369 Ha
Kohn-Sham gap (alpha / beta) = 3.189 / 6.028 eV
net charge = -2